Computed, not measured: a cluster of 8 separate species, CH19O8 in total in a non-equilibrium geometry, with ωB97M-V/def2-TZVPD.

XYZ file:
```
28
Properties=species:S:1:pos:R:3:forces:R:3
O 1.601502 -2.064610 -2.299988 0.197 -0.454 -0.438
H 2.065559 -2.868311 -2.010863 -0.111 -0.088 -0.271
H 0.745707 -2.279685 -2.714815 0.118 -0.069 -0.024
H 1.443049 -1.427211 -1.493986 -0.924 1.798 1.614
O 2.423701 -1.363881 1.761474 0.185 -0.232 0.433
H 1.934798 -1.555682 2.583734 0.105 0.101 0.017
H 2.877105 -2.156905 1.430552 0.053 -0.001 0.215
H 1.811860 -0.988811 1.029678 -0.868 1.008 -1.702
C -0.365755 -0.436890 0.047762 -0.492 -0.223 1.096
O 0.976680 -0.383850 -0.348572 1.595 -2.109 0.105
H -0.946384 0.401385 -0.348258 -0.042 -0.176 -0.227
H -0.878303 -1.401663 -0.082206 0.043 0.073 -0.792
H -0.468258 -0.367445 1.147081 0.203 0.444 0.014
O 2.418780 1.999343 -1.166062 0.040 -0.144 0.038
H 1.921601 1.176173 -1.052238 -0.134 0.129 0.142
H 1.783261 2.698629 -0.985995 0.017 0.044 -0.130
O 1.835649 1.762687 2.609705 -0.241 -0.334 -0.057
H 1.313703 1.619509 1.811710 0.145 0.190 -0.115
H 1.449488 2.549546 3.008391 0.077 0.005 0.060
O -2.354562 -2.954633 1.917350 0.130 0.111 0.004
H -2.345029 -2.083066 2.325223 -0.093 -0.019 0.024
H -3.085787 -3.412341 2.345608 0.014 -0.045 -0.037
O -1.504203 2.141454 -2.822629 -0.086 -0.193 0.150
H -1.342379 1.204974 -2.678108 0.018 0.012 -0.080
H -2.268828 2.351835 -2.269810 0.317 0.351 -0.252
O -3.484262 2.902508 -0.756167 0.112 -0.200 0.001
H -3.482173 1.968017 -0.988377 -0.345 -0.055 0.264
H -4.076519 2.968921 -0.000194 -0.033 0.076 -0.049
```
Forces are in eV/Å.

HOMO-LUMO gap in eV: 8.69
Net charge: +1
Electronic energy in hartree: -651.033189